The following is a DFT calculation (ωB97M-V with the def2-TZVPD basis set) of a structure of composition C41H49N8O3PSY in a non-equilibrium geometry.

Geometry as XYZ:
```
104
Properties=species:S:1:pos:R:3:nbo_charge:R:1
Y 0.03623 -0.99016 -0.33961 1.81
C -1.40363 -5.39484 -0.78422 -0.24
O -0.53958 -5.89713 -1.80459 -0.54
C 0.61859 -5.22483 -2.06159 0.29
C 1.69613 -6.01237 -2.39239 -0.25
C 2.93277 -5.46847 -2.76036 -0.27
C 3.05915 -4.10442 -2.79505 -0.17
C 1.97716 -3.27531 -2.45514 -0.22
C 2.12731 -1.86167 -2.70428 0.17
N 1.26548 -0.97309 -2.36999 -0.43
N 1.47255 0.27790 -2.94027 -0.43
C 0.50543 1.09479 -2.64206 0.57
O -0.51402 0.82723 -1.89045 -0.85
C 0.66623 2.47386 -3.21723 -0.12
C 1.73119 2.80034 -4.05843 -0.17
C 1.86697 4.08943 -4.55031 -0.23
C 0.94234 5.07331 -4.21232 -0.22
C -0.12089 4.75349 -3.38085 -0.24
C -0.25638 3.45981 -2.88861 -0.13
C 0.71638 -3.80284 -2.06208 0.36
O -0.29708 -3.03778 -1.77377 -0.85
H -1.99242 -6.24759 -0.44650 0.17
H -2.06156 -4.62418 -1.16418 0.17
H -0.83776 -4.98694 0.05120 0.21
H 1.55117 -7.08579 -2.35612 0.21
H 3.76221 -6.11481 -3.01569 0.20
H 3.99382 -3.64150 -3.09594 0.20
H 2.98647 -1.53668 -3.28713 0.18
H 2.44309 2.02607 -4.31393 0.24
H 2.69984 4.33104 -5.19981 0.20
H 1.05569 6.08237 -4.59081 0.20
H -0.84504 5.51114 -3.10909 0.20
H -1.07827 3.20632 -2.23443 0.22
C -4.76523 -0.89675 -3.52328 -0.66
C -4.72446 -1.59822 -2.21585 0.35
N -5.72726 -2.14367 -1.61156 -0.27
N -5.16843 -2.63521 -0.45223 -0.39
C -3.85022 -2.40168 -0.30871 0.22
S -2.80023 -2.81701 0.90827 -0.16
N -3.57861 -1.72778 -1.46220 -0.23
N -2.30845 -1.25338 -1.76097 -0.67
H -5.77182 -0.96920 -3.92717 0.25
H -4.06090 -1.34421 -4.22632 0.24
H -4.50490 0.15777 -3.40919 0.23
H -5.72669 -3.14662 0.20536 0.42
H -2.34472 -0.42561 -2.34046 0.41
H -1.74227 -1.99741 -2.19624 0.44
C -4.41042 1.88706 1.57436 -0.60
C -3.25022 1.40246 0.70832 -0.50
C -2.76446 2.49827 -0.23740 -0.63
P -1.78967 0.57052 1.50550 0.84
C -2.41777 -0.20877 3.07362 -0.51
C -2.78662 0.70259 4.24796 -0.62
C -1.34019 -1.18612 3.55682 -0.61
C -0.63673 1.84085 2.08922 -0.38
C -1.04518 2.97006 2.80914 -0.19
C -0.16596 3.87249 3.37659 -0.11
C -0.64352 5.09209 4.12706 -0.62
C 1.19583 3.58848 3.22458 -0.18
C 1.64186 2.49858 2.50675 -0.24
C 0.74516 1.59747 1.87236 0.19
N 1.18750 0.57173 1.07587 -0.85
C 2.58526 0.26933 1.09822 0.19
C 3.45385 0.78316 0.12547 -0.04
C 3.03134 1.89264 -0.80721 -0.64
C 4.76590 0.31266 0.05411 -0.23
C 5.26543 -0.61129 0.95418 -0.01
C 6.68618 -1.11413 0.85203 -0.62
C 4.42759 -1.02434 1.98668 -0.22
C 3.11285 -0.58533 2.09020 -0.01
C 2.28962 -0.97374 3.28492 -0.62
H -5.20866 2.25010 0.91846 0.20
H -4.12368 2.71560 2.22448 0.20
H -4.82863 1.09084 2.19177 0.21
H -3.64345 0.58603 0.09119 0.21
H -2.34913 3.33923 0.32389 0.21
H -3.59849 2.86993 -0.84472 0.19
H -1.98511 2.12102 -0.89892 0.25
H -3.29112 -0.77934 2.75084 0.23
H -1.92842 1.29964 4.56372 0.22
H -3.07288 0.07157 5.09687 0.20
H -3.61555 1.37780 4.04487 0.20
H -0.43788 -0.63137 3.82793 0.22
H -1.06474 -1.92905 2.80813 0.24
H -1.68507 -1.71811 4.44989 0.20
H -2.10956 3.14835 2.93618 0.19
H -1.72400 5.05499 4.28605 0.20
H -0.42295 6.01768 3.58694 0.20
H -0.16765 5.16941 5.10772 0.20
H 1.92665 4.25297 3.67768 0.19
H 2.70611 2.32563 2.39478 0.21
H 1.99560 2.18397 -0.63847 0.23
H 3.13437 1.60102 -1.85269 0.24
H 3.66210 2.76955 -0.63545 0.21
H 5.41146 0.69524 -0.73443 0.19
H 7.01614 -1.15860 -0.18794 0.21
H 6.77694 -2.11373 1.27839 0.21
H 7.37964 -0.46160 1.38921 0.21
H 4.80514 -1.72052 2.73376 0.20
H 2.80140 -1.73811 3.87306 0.21
H 1.32815 -1.37140 2.98713 0.24
H 2.10967 -0.10009 3.92273 0.21
N 1.17779 -3.67551 1.44021 -0.44
C 0.80278 -2.71761 0.90397 -0.31
```

The relative energy (zero: lowest compared OMol25 entry of this formula, charge and spin) is 60.4 kJ/mol. The calculation puts the frontier orbital gap at 0.2455 Eh. The charge is -1.

The following is a DFT calculation (ωB97M-V with the def2-TZVPD basis set) of a cluster of 5 separate species, C41H50BrIO15 in total in a non-equilibrium geometry.

Geometry as XYZ:
```
108
Properties=species:S:1:pos:R:3:lowdin_charge:R:1
C 1.30484 -3.37712 1.96227 -0.16
C 2.92436 -3.26042 1.85751 -0.72
I 3.85781 -5.17729 1.30588 0.76
C 3.42197 -2.01914 0.97297 -0.21
C 2.99061 -2.07843 -0.56548 -0.09
C 3.62423 -3.07737 -1.60663 -0.05
C 3.21015 -3.11192 -3.11537 -0.04
C 2.10354 -2.15276 -3.69795 0.01
C 1.46334 -1.17497 -2.68031 -0.04
C 1.89054 -1.13163 -1.16315 0.02
C 1.09835 -0.04562 -0.26789 -0.26
O 1.64745 0.71242 0.56263 0.01
C -0.48856 0.02353 -0.57321 -0.05
C -0.91596 -0.02282 -2.09181 -0.03
C -2.39054 0.07381 -2.55209 0.03
C -3.46569 0.17315 -1.41259 0.01
C -3.05326 0.17472 0.08788 -0.16
C -4.19800 0.22914 1.22142 -0.11
C -5.63790 -0.13414 0.63804 -0.33
O -6.52559 0.77946 0.70462 0.00
C -6.05174 -1.49662 -0.05285 -0.11
C -7.53447 -1.61645 -0.57261 0.00
C -8.07296 -2.90115 -1.24428 -0.07
C -7.18216 -4.16536 -1.44715 -0.05
C -5.69516 -4.03660 -0.95411 -0.06
C -5.14342 -2.73009 -0.27503 -0.01
C -1.55956 0.12536 0.55577 -0.47
Br -0.96515 0.17937 2.43492 0.74
C 0.28360 -0.18143 -3.16348 -0.26
O 0.29424 0.37608 -4.28591 0.05
H 0.78585 -2.37876 1.76240 0.05
H 0.90932 -4.24676 1.33441 0.06
H 1.06715 -3.65165 3.06167 0.09
H 3.27721 -3.06658 2.94137 0.08
H 3.06808 -1.06708 1.51531 0.12
H 4.57822 -1.95183 0.97527 0.12
H 4.42772 -3.83121 -1.29609 0.04
H 3.66234 -3.86383 -3.86259 0.10
H 1.83083 -2.22973 -4.79982 0.10
H -2.73731 0.06689 -3.64390 0.12
H -4.55463 0.24207 -1.77851 0.12
H -3.90944 -0.58762 1.98826 0.11
H -4.19620 1.22854 1.80267 0.14
H -8.23910 -0.72588 -0.46098 0.10
H -9.15284 -2.95781 -1.59713 0.09
H -7.60042 -5.11765 -1.92984 0.09
H -5.05087 -4.97596 -1.10523 0.09
H -4.05399 -2.71627 0.05402 0.10
C 3.07195 1.02621 -8.35496 -0.06
C 2.97022 -0.18645 -7.44984 -0.22
O 2.96639 -1.39950 -8.21508 0.03
C 4.16615 -1.80277 -8.66671 -0.59
O 5.22049 -1.24516 -8.48061 0.12
O 3.98336 -2.92253 -9.38854 0.00
C 5.17252 -3.40698 -10.00987 -0.05
H 2.28920 1.00378 -9.11739 0.08
H 2.97856 1.94792 -7.77643 0.08
H 4.02886 1.04749 -8.88205 0.08
H 2.02190 -0.15498 -6.90732 0.12
H 3.76846 -0.20217 -6.70258 0.12
H 5.97884 -3.53087 -9.28374 0.10
H 5.47635 -2.72848 -10.81018 0.10
H 4.94940 -4.38123 -10.44663 0.09
C 0.18759 7.00361 4.64648 -0.07
C 0.06834 5.78048 5.53554 -0.22
O 0.08046 4.57706 4.75793 0.03
C 1.29036 4.17937 4.32586 -0.59
O 2.33997 4.73666 4.53954 0.12
O 1.12318 3.06872 3.58841 -0.02
C 2.32582 2.59276 2.98579 -0.05
H -0.57966 6.98971 3.86827 0.08
H 0.08206 7.91881 5.23351 0.08
H 1.15486 7.03121 4.13917 0.07
H -0.89057 5.80457 6.05911 0.12
H 0.85157 5.75654 6.29820 0.12
H 3.11746 2.46220 3.72737 0.10
H 2.64462 3.28018 2.19918 0.11
H 2.11350 1.62535 2.53482 0.05
C -7.40072 0.20668 3.62560 -0.07
C -7.12442 0.37203 5.10805 -0.21
O -7.97979 1.36841 5.68244 0.03
C -9.23961 0.97432 5.93326 -0.59
O -9.69633 -0.12377 5.72538 0.12
O -9.91286 2.02683 6.42998 0.00
C -11.29815 1.77046 6.65248 -0.05
H -7.33920 1.16905 3.11265 0.08
H -6.68402 -0.48266 3.17439 0.07
H -8.40678 -0.18251 3.45141 0.08
H -6.09861 0.72176 5.24912 0.12
H -7.21856 -0.57561 5.64573 0.12
H -11.44426 0.88031 7.26814 0.10
H -11.81488 1.66570 5.69578 0.10
H -11.71686 2.62767 7.18123 0.09
C 9.06170 2.83973 1.84115 -0.07
C 8.92953 1.41242 2.33704 -0.22
O 7.80912 0.75845 1.72771 0.03
C 8.00301 0.33208 0.46788 -0.59
O 9.01912 0.44654 -0.17329 0.12
O 6.85559 -0.21916 0.03508 -0.01
C 6.89283 -0.63083 -1.33100 -0.04
H 8.12328 3.38293 1.97809 0.08
H 9.85660 3.36237 2.37797 0.08
H 9.29281 2.86796 0.77366 0.08
H 8.74050 1.41827 3.41330 0.12
H 9.84718 0.84061 2.17401 0.12
H 7.74456 -1.28602 -1.52656 0.10
H 6.92370 0.24553 -1.98223 0.10
H 5.97645 -1.18558 -1.53894 0.08
```

Its structure (SMILES) is C[C@@H](I)Cc1cccc2c1C(=O)c1c(ccc(CC(=O)c3ccccc3)c1Br)C2=O.CCOC(=O)OC.CCOC(=O)OC.CCOC(=O)OC.CCOC(=O)OC. The calculation puts the frontier orbital gap at 0.2867 Eh. The charge is 0.

These records have LUMO level values of 2.2267; -1.3848 eV, in the order they appear.